104
Properties=species:S:1:pos:R:3 method="wB97M-V/def2-TZVPD" energy_ev=-107074.9593 fmax_ev_per_a=2.41 multiplicity=1 homo_energy_ha="-0.60245 / -0.60002" charge=+3
V 0.91 -0.18 -0.44
C -1.97 3.44 -3.55
C -2.82 2.19 -3.34
C -4.32 2.52 -3.36
C -2.52 1.42 -2.08
C -2.70 0.03 -2.07
C -2.66 -0.73 -0.90
C -3.19 -2.15 -1.00
C -2.65 -2.95 -2.20
C -4.72 -2.08 -1.13
C -2.27 -0.12 0.32
C -2.21 1.30 0.36
C -2.26 2.02 -0.86
C -2.36 2.21 1.59
C -2.78 1.60 2.93
C -1.11 3.09 1.79
C -2.25 -0.98 1.54
C -3.51 -1.30 2.07
C -3.68 -2.13 3.16
C -2.57 -2.70 3.76
C -1.32 -2.42 3.26
C -1.13 -1.56 2.15
P 0.63 -1.42 1.70
C 1.65 -0.78 3.16
C 3.12 -0.62 2.76
C 1.09 0.60 3.50
C 1.58 -1.68 4.40
C 1.13 -3.13 1.06
C 0.67 -4.34 1.87
C 0.44 -3.19 -0.31
C 2.65 -3.19 0.85
H -2.41 4.05 -4.34
H -0.96 3.18 -3.86
H -1.91 4.06 -2.66
H -2.63 1.52 -4.18
H -4.56 3.25 -2.57
H -4.93 1.64 -3.19
H -4.59 2.95 -4.32
H -2.90 -0.47 -3.00
H -2.95 -2.70 -0.09
H -3.14 -2.66 -3.13
H -2.86 -4.01 -2.06
H -1.57 -2.83 -2.35
H -5.01 -1.62 -2.08
H -5.19 -1.51 -0.33
H -5.14 -3.09 -1.11
H -2.20 3.10 -0.81
H -3.16 2.89 1.30
H -2.05 0.90 3.33
H -3.74 1.10 2.86
H -2.89 2.42 3.64
H -0.24 2.48 1.97
H -1.26 3.74 2.65
H -0.92 3.73 0.92
H -4.38 -0.86 1.60
H -4.68 -2.34 3.52
H -2.67 -3.36 4.61
H -0.47 -2.89 3.73
H 3.23 -0.12 1.79
H 3.67 -1.56 2.73
H 3.61 0.02 3.50
H 1.24 1.31 2.68
H 1.62 0.99 4.37
H 0.03 0.56 3.75
H 1.85 -2.72 4.19
H 0.62 -1.64 4.90
H 2.33 -1.30 5.10
H -0.42 -4.46 1.87
H 1.03 -4.32 2.90
H 1.10 -5.23 1.40
H -0.65 -3.13 -0.22
H 0.69 -4.12 -0.82
H 1.39 -2.32 -1.97
H 3.16 -3.48 1.78
H 3.09 -2.25 0.51
H 2.89 -3.96 0.11
O -0.11 -1.12 -1.46
N 0.90 -2.04 -1.13
F 7.48 0.56 -2.77
C 6.54 -0.12 -3.41
F 6.85 -1.42 -3.40
F 6.47 0.29 -4.66
C 5.20 0.03 -2.71
C 4.03 -0.30 -3.40
C 2.84 -0.31 -2.70
N 2.77 -0.03 -1.38
C 3.89 0.37 -0.75
C 5.12 0.40 -1.38
H 4.05 -0.54 -4.45
H 1.92 -0.54 -3.22
H 3.80 0.68 0.28
H 6.00 0.71 -0.84
F 2.59 6.14 -2.16
C 2.23 5.02 -1.61
C 2.48 4.80 -0.26
F 3.09 5.72 0.46
C 2.12 3.60 0.33
F 2.40 3.36 1.60
C 1.46 2.63 -0.42
O 1.18 1.39 0.07
C 1.20 2.87 -1.76
F 0.61 1.87 -2.44
C 1.59 4.04 -2.37
F 1.39 4.24 -3.66